Computed, not measured: a structure of composition C7H10, with ωB97M-V with the def2-TZVPD basis set.

Calculated values
**HOMO-LUMO gap**: 8.42 eV
**HOMO energy**: -7.986 eV
**Energy relative to the best compared isomer or geometry (same formula, charge and spin)**: 98.1 kcal/mol
**F_max**: 0.5 eV/Å

```
! wB97M-V def2-TZVPD RIJCOSX def2/J DEFGRID3
* xyz 0 1
C -1.06582 1.28688 -0.41860
C 1.11184 -0.56954 0.63369
C -0.47049 1.36361 0.81868
C -1.43087 -0.87271 0.44669
C 2.09529 0.42990 0.02669
C -1.50770 -0.11507 -0.91317
C -0.26338 -0.00968 0.81322
H -2.48637 -0.07902 -1.39005
H -1.21590 -1.94586 0.40742
H -1.12153 2.12825 -1.10895
H 3.10213 0.00526 0.00183
H 1.80165 0.68819 -0.99823
H -0.80810 -0.61012 -1.60868
H 1.04541 -1.47624 0.01690
H 2.09829 1.36007 0.59925
H 1.44060 -0.89622 1.62603
H -2.32503 -0.68770 1.04727
*
```

***

Computed, not measured: the molecule C7H10, with ωB97M-V with the def2-TZVPD basis set.

Calculated values
**HOMO-LUMO gap (alpha / beta)**: 7.57 / 7.57 eV
**HOMO energy (alpha / beta)**: -6.566 / -6.497 eV
**Energy relative to the best compared isomer or geometry (same formula, charge and spin)**: 113.7 kcal/mol
**F_max**: 1.1 eV/Å

```
! wB97M-V def2-TZVPD RIJCOSX def2/J DEFGRID3
* xyz 0 1
C 1.82049 -0.50975 -0.46702
C -1.93997 0.18120 -0.30026
C 0.41774 -0.87258 -0.87493
C 0.40940 1.25549 0.25185
C -0.46701 0.08616 -0.05507
C -1.44886 -0.44974 0.97338
C 1.76212 0.80215 0.08387
H 0.14279 -1.92678 -0.74571
H -1.54131 -1.52944 1.07558
H 2.72930 -1.02485 -0.74731
H -2.40248 1.16307 -0.24240
H -2.36336 -0.46829 -1.06400
H 0.12959 2.08681 0.88803
H 2.63552 1.42143 0.27648
H 0.28251 -0.62427 -1.94721
H -1.57156 0.10635 1.90037
H 1.46678 0.23133 1.05259
*
```

***

Computed, not measured: the molecule C7H10, with ωB97M-V with the def2-TZVPD basis set.

Calculated values
**HOMO-LUMO gap**: 9.94 eV
**HOMO energy**: -8.757 eV
**SMILES string**: C[C@@H]1[C@@H]2C=CC[C@H]12
**Energy relative to the best compared isomer or geometry (same formula, charge and spin)**: 26.6 kcal/mol
**F_max**: 0.2 eV/Å

```
! wB97M-V def2-TZVPD RIJCOSX def2/J DEFGRID3
* xyz 0 1
C -0.20135 0.40751 -1.16813
C 0.91639 1.40210 -0.94765
C -1.25855 0.09480 -0.13393
C 0.49928 -1.44641 0.60502
C -0.30666 -0.99006 -0.60741
C 0.10948 -0.46291 1.68589
C -0.87580 0.34394 1.28876
H 0.51628 2.42319 -0.98816
H -0.64866 -1.75989 -1.29366
H -0.61052 0.46301 -2.17693
H 0.59556 -0.43454 2.65765
H 0.18796 -2.46218 0.88922
H 1.40902 1.27884 0.02022
H -1.32806 1.12394 1.89478
H 1.58207 -1.48930 0.43194
H 1.67581 1.31431 -1.73215
H -2.30643 0.12174 -0.42233
*
```